Entry from OMol25: a molecular structure, C25H30Co2N2O6P in a non-equilibrium geometry (ωB97M-V/def2-TZVPD).

## Properties
ΔE to the lowest compared entry with this formula, charge and spin = 0.0 kcal per mole
E = -126216.2509 eV
spin multiplicity = 1
total charge = -1

Structure (XYZ):
```
66
Properties=species:S:1:pos:R:3:forces:R:3:nbo_charge:R:1
O 4.029240 -4.885576 8.346575 -0.12 1.65 0.56 -0.506
C 3.954656 -3.759640 8.598495 0.16 -1.95 -1.10 0.582
Co 3.889790 -2.063494 8.950081 -0.12 0.49 -0.74 -0.035
C 2.182753 -1.999892 9.363733 -2.39 -0.10 -0.25 0.483
O 1.066974 -2.059522 9.657103 1.45 0.06 -0.11 -0.511
C 4.694199 -2.107521 10.499096 1.38 -0.30 2.13 0.454
O 5.144872 -2.272852 11.549500 -0.55 0.21 -1.05 -0.529
C 5.203919 -1.494597 7.490856 -0.05 -1.31 -1.36 -0.389
C 6.444240 -2.244977 7.303092 0.48 0.11 -0.26 0.009
C 7.307680 -2.541878 8.369256 0.02 -0.13 -0.44 -0.224
C 8.400512 -3.378988 8.153221 0.18 0.03 -0.07 -0.198
C 8.681155 -3.860577 6.867703 -0.17 -0.15 -0.26 -0.228
C 7.856632 -3.508550 5.791413 0.01 0.12 0.13 -0.204
C 6.754075 -2.683737 6.007757 0.17 -0.19 0.29 -0.228
C 4.354037 -0.868210 6.618059 0.57 -3.67 -0.24 0.163
C 3.616934 -1.115145 5.396816 -0.99 -1.00 0.53 -0.731
Co 4.549365 0.113541 8.024624 -0.82 3.48 2.65 -0.109
C 5.552346 0.408176 9.442044 1.99 1.26 2.81 0.572
O 6.215173 0.718640 10.339638 -1.27 -0.90 -1.80 -0.506
C 2.890621 0.502827 8.666906 -1.55 2.24 0.19 0.536
O 1.930007 1.067650 8.989286 1.87 -1.72 -0.49 -0.497
C 5.008462 1.586932 7.202182 0.19 3.05 -1.69 0.642
O 5.273671 2.573891 6.648805 -0.44 -2.58 1.40 -0.477
H 7.116881 -2.089779 9.342981 0.00 -0.35 -0.16 0.216
H 9.044637 -3.671850 8.990167 -0.22 0.23 -0.34 0.211
H 9.538163 -4.520389 6.683951 -0.37 0.29 0.21 0.210
H 8.046702 -3.875006 4.777996 0.10 0.12 0.41 0.215
H 6.113090 -2.363815 5.185302 0.16 -0.27 0.15 0.214
H 3.997251 -0.553465 4.560912 0.02 0.35 -0.57 0.272
H 3.496424 -2.193582 5.167477 0.61 0.59 -0.02 0.234
C 1.473372 3.698910 3.796702 -0.22 0.53 0.04 -0.627
C 1.140057 2.248567 4.126584 0.23 -0.58 -0.53 0.144
C 1.808213 1.939141 5.472916 -0.09 0.10 0.65 -0.613
C -0.359988 2.086469 4.294533 -0.40 0.12 0.25 -0.612
N 1.602085 1.352727 3.061405 1.82 1.17 1.70 -0.787
C 2.916962 1.647570 2.475998 -0.62 0.60 0.39 -0.237
C 3.288288 0.429511 1.639235 -0.10 -0.67 -0.52 -0.273
N 2.175455 -0.513258 1.769072 2.43 -1.18 0.25 -0.782
C 2.393406 -1.887388 1.309115 -0.13 0.79 0.33 0.132
C 3.137272 -1.866332 -0.016958 0.05 -0.33 -0.58 -0.623
C 1.044669 -2.565814 1.151601 -0.19 -0.40 -0.09 -0.610
C 3.239479 -2.720738 2.286633 0.08 -0.54 0.16 -0.609
P 0.783802 0.413842 1.926142 -3.23 -0.21 -0.89 0.284
H 2.612449 -0.781887 5.629111 -0.33 0.36 -0.58 0.264
H 1.123346 3.957378 2.791274 0.07 0.00 0.14 0.218
H 0.979497 4.354437 4.528427 0.10 -0.02 -0.18 0.193
H 2.550582 3.887477 3.866187 -0.14 -0.02 -0.13 0.202
H 1.548033 0.947765 5.863248 0.05 0.09 -0.30 0.197
H 2.898619 2.059666 5.462969 -0.19 -0.15 -0.26 0.192
H 1.437631 2.653470 6.223744 0.05 -0.03 -0.08 0.196
H -0.612509 1.090880 4.666283 0.05 0.01 -0.22 0.220
H -0.725149 2.811626 5.031071 0.03 0.00 -0.03 0.186
H -0.891207 2.260881 3.354334 0.09 -0.08 0.06 0.224
H 2.810659 2.525406 1.807532 0.35 -0.10 0.09 0.160
H 3.670736 1.860063 3.252427 -0.09 0.00 -0.08 0.164
H 3.385383 0.734410 0.580669 0.19 0.10 0.12 0.161
H 4.237429 -0.015509 1.964969 0.04 -0.04 0.04 0.163
H 4.173279 -1.535885 0.112493 -0.15 0.05 -0.05 0.201
H 3.169375 -2.881511 -0.433056 0.02 0.12 -0.05 0.191
H 2.635376 -1.204758 -0.731018 0.09 -0.07 0.08 0.219
H 0.550588 -2.674276 2.119631 -0.03 0.18 -0.11 0.221
H 0.390462 -2.005032 0.477583 0.07 -0.01 0.12 0.225
H 1.185534 -3.570386 0.737752 0.02 0.02 -0.02 0.186
H 2.712799 -2.945008 3.221997 -0.02 0.29 -0.15 0.202
H 3.449839 -3.698092 1.825003 0.02 0.13 0.03 0.191
H 4.213755 -2.275010 2.524104 -0.23 0.13 -0.09 0.196
```
Forces are in eV/Å.